[1]
{"formula": "C56H64ClF3N9O3P", "method": "the ωB97M-V functional and the def2-TZVPD basis", "symbols": ["H", "H", "H", "H", "C", "C", "N", "H", "C", "H", "C", "H", "C", "C", "C", "H", "C", "H", "H", "H", "O", "N", "H", "C", "C", "H", "H", "C", "C", "H", "H", "H", "N", "H", "H", "C", "H", "H", "H", "C", "C", "H", "H", "C", "C", "H", "Cl", "H", "C", "N", "H", "C", "C", "C", "H", "C", "H", "H", "C", "C", "H", "O", "C", "H", "C", "H", "H", "C", "H", "H", "F", "F", "H", "H", "O", "C", "H", "F", "N", "C", "H", "H", "C", "C", "H", "H", "C", "H", "C", "C", "H", "C", "C", "C", "C", "H", "H", "H", "H", "P", "N", "H", "H", "H", "C", "H", "C", "C", "H", "C", "H", "C", "N", "C", "C", "C", "C", "C", "H", "H", "N", "H", "C", "C", "C", "H", "H", "H", "H", "N", "C", "H", "C", "H", "C", "C", "C"], "coordinates": [[-5.730, -7.142, 3.579], [5.913, 0.377, -10.829], [-2.955, -2.269, 2.239], [2.796, 4.960, 6.788], [-7.584, -8.227, 3.747], [1.177, 0.018, -3.006], [-8.690, -6.038, 2.426], [5.946, 1.826, -6.106], [-3.025, 2.320, -0.566], [1.403, 0.492, -3.952], [-1.082, 1.709, -2.103], [-6.811, -5.230, 2.408], [-4.239, -3.629, 9.671], [-2.865, -3.742, 9.521], [1.456, 4.546, 5.159], [-2.753, -2.719, 6.305], [3.012, -0.106, -1.193], [-1.239, -3.488, 8.139], [8.213, 7.193, -0.807], [-1.791, 2.211, -2.749], [4.313, 0.477, -1.177], [4.028, -0.370, -11.125], [-7.065, 6.821, -1.153], [6.456, 5.120, 1.185], [3.034, -2.982, 4.091], [2.550, 1.906, 0.410], [1.466, -1.020, -3.120], [-7.130, 3.044, -1.446], [-2.308, -3.413, 8.296], [1.006, -2.256, 4.147], [3.127, -1.030, -1.746], [-7.094, 1.964, -1.541], [6.746, 5.597, 2.395], [-7.155, -9.078, 4.260], [2.907, -3.693, 4.897], [7.563, 6.647, 2.454], [-1.667, 0.702, -0.221], [4.031, -0.942, -8.764], [3.130, -2.098, -6.744], [5.060, 0.533, -7.585], [-0.107, -1.770, -0.799], [0.436, 4.081, 3.321], [4.963, -0.698, -14.863], [-1.167, -1.303, -1.776], [4.262, -0.584, -7.772], [2.681, -0.389, -0.201], [-0.504, 2.638, 0.388], [-0.182, 2.308, -2.139], [1.973, 0.767, -1.915], [3.362, -1.157, 2.016], [-3.161, -4.098, 3.916], [3.763, -1.223, -6.646], [3.659, 4.180, 3.625], [-6.339, -2.958, 3.816], [-6.931, -1.333, 2.535], [-8.301, 5.064, -0.989], [8.768, 8.111, 1.448], [2.708, -1.390, -14.045], [4.369, -1.924, 2.429], [-0.562, -3.042, -0.057], [-1.380, -2.123, -2.450], [0.165, -0.845, 0.222], [-7.392, -6.090, 2.717], [0.825, -2.049, -1.288], [7.801, 6.747, 0.089], [-5.397, -4.528, 4.940], [-2.082, -1.067, -1.243], [-4.024, -3.507, 3.641], [-5.049, 5.501, -1.770], [-3.769, 1.564, -0.799], [0.494, -3.746, 0.425], [-1.319, -3.850, -0.832], [4.826, 4.618, 5.370], [-9.201, 5.602, -0.720], [5.615, 2.122, -0.497], [6.958, 5.652, 0.007], [0.168, 0.045, -0.138], [-1.338, -2.699, 1.019], [4.010, -0.829, -5.398], [-5.266, -3.742, 4.205], [1.349, 1.288, -1.200], [-9.593, -9.004, 3.729], [3.164, -0.851, -12.017], [-4.504, -2.907, 7.533], [3.663, 1.324, 1.607], [-9.211, 3.114, -0.921], [-8.310, 3.684, -1.100], [5.109, -3.448, 3.746], [-5.995, 5.007, -1.572], [-6.118, -1.968, 2.871], [-7.325, -3.112, 4.233], [3.590, 1.930, 0.715], [5.612, -0.103, -12.904], [4.557, 1.523, -0.357], [-3.908, -2.488, 2.705], [2.195, -1.137, -11.624], [3.829, 2.945, 0.987], [6.691, 5.215, -0.945], [-2.250, -4.078, 10.345], [-0.681, 0.087, -2.928], [-4.931, -1.725, 2.318], [4.518, 4.027, 2.984], [6.600, 0.209, -13.211], [-10.490, -7.009, 2.543], [4.701, -0.607, -13.817], [2.562, 1.530, -2.415], [-1.653, 1.676, -0.683], [4.781, 0.245, -5.239], [-3.171, 2.592, 0.470], [3.449, -0.991, -13.367], [4.969, 0.541, -4.211], [-9.437, -7.077, 2.793], [-5.986, 3.681, -1.682], [8.112, 7.258, 1.339], [-7.118, 5.744, -1.229], [1.978, -2.187, 3.677], [2.704, 4.700, 5.741], [1.393, 4.212, 3.815], [5.467, 1.065, -8.436], [-4.716, -3.878, 10.612], [2.467, 4.032, 3.048], [7.785, 7.012, 3.451], [5.327, 0.959, -6.294], [3.831, 4.512, 4.959], [4.258, -2.849, 3.455], [1.397, -0.655, 2.279], [-5.192, -2.574, 6.765], [-3.100, 3.183, -1.208], [5.309, -1.786, 1.905], [-5.056, -3.219, 8.703], [-6.792, -7.155, 3.371], [0.549, 4.683, 5.732], [2.193, -1.294, 2.639], [5.795, 4.261, 1.156], [-3.143, -2.987, 7.278], [-8.937, -8.189, 3.453], [5.227, -0.008, -11.576]], "forces_ev_per_angstrom": [[0.01, 0.02, -0.01], [0.05, 0.00, -0.03], [-0.15, -0.02, 0.13], [0.00, 0.00, 0.00], [0.02, -0.04, 0.03], [-0.63, 0.83, 0.62], [0.01, -0.05, 0.05], [0.00, 0.00, 0.03], [0.51, -0.68, 0.38], [0.03, -0.08, -0.33], [0.01, -0.65, 0.26], [0.07, -0.04, -0.02], [-0.07, -0.01, 0.04], [0.00, 0.00, -0.02], [0.02, 0.00, 0.00], [-0.03, 0.02, -0.01], [-0.58, -0.26, -0.14], [0.00, 0.00, 0.00], [0.00, 0.00, 0.00], [-0.24, -0.01, -0.18], [-0.08, 0.37, 0.30], [0.06, -0.02, -0.15], [0.02, 0.01, -0.01], [-0.06, -0.08, 0.15], [-0.02, -0.02, 0.03], [-0.17, -0.02, -0.10], [0.12, -0.23, 0.01], [0.06, -0.09, -0.02], [0.05, -0.01, -0.01], [-0.02, 0.02, -0.02], [0.26, -0.16, -0.17], [-0.05, -0.01, 0.01], [-0.01, 0.00, -0.11], [0.00, 0.00, 0.00], [0.00, -0.01, 0.00], [-0.02, -0.01, 0.10], [0.01, -0.18, 0.04], [-0.02, 0.04, -0.04], [0.00, -0.01, -0.05], [0.02, 0.03, -0.01], [-0.24, -0.36, 0.48], [-0.03, 0.01, 0.04], [0.00, 0.00, 0.00], [0.75, 0.27, -0.06], [-0.02, -0.07, 0.10], [0.15, 0.10, 0.34], [0.06, -0.24, 0.08], [0.17, 0.16, 0.03], [0.80, -0.48, -0.29], [0.04, -0.13, 0.15], [0.01, 0.00, -0.02], [0.00, -0.02, 0.07], [-0.02, -0.03, -0.13], [0.04, 0.06, 0.04], [-0.04, -0.02, 0.03], [-0.04, 0.02, 0.01], [0.00, 0.01, 0.02], [-0.02, 0.00, 0.01], [0.05, 0.02, -0.10], [-0.35, 0.28, 0.76], [-0.17, -0.15, -0.16], [0.06, -0.01, 0.27], [-0.04, 0.04, -0.10], [0.06, -0.08, -0.35], [0.01, 0.01, -0.03], [-0.01, 0.00, 0.00], [-0.24, 0.03, 0.03], [-0.02, 0.03, -0.02], [-0.02, 0.05, 0.01], [-0.29, 0.10, -0.36], [-0.75, 0.26, -0.39], [0.66, 0.11, 0.39], [0.03, 0.02, -0.04], [0.00, 0.00, 0.00], [-1.13, -0.74, 0.03], [0.02, 0.04, -0.04], [0.14, 0.19, -0.11], [0.59, -0.53, -0.78], [-0.07, 0.01, 0.00], [0.00, -0.08, 0.09], [-0.18, 0.07, 0.08], [-0.02, 0.00, -0.01], [-0.07, 0.01, 0.09], [-0.12, 0.04, 0.01], [0.20, -0.38, 0.04], [0.00, -0.02, 0.00], [0.01, 0.02, 0.00], [0.02, 0.01, -0.01], [0.09, -0.02, -0.02], [0.02, 0.07, -0.06], [-0.02, 0.00, -0.03], [-0.31, 0.15, -0.21], [-0.01, 0.00, -0.01], [1.55, 0.61, -0.06], [0.00, 0.12, -0.05], [-0.02, -0.02, -0.04], [0.01, 0.26, 0.03], [-0.02, -0.06, 0.02], [-0.01, -0.01, 0.02], [-0.36, -0.32, -0.89], [0.01, -0.06, 0.05], [0.07, 0.04, 0.07], [0.01, 0.01, 0.02], [-0.01, -0.04, 0.02], [0.01, -0.01, -0.05], [-0.01, 0.30, -0.06], [0.22, 1.13, 0.08], [-0.01, 0.00, 0.16], [-0.24, 0.21, 0.19], [0.02, 0.01, 0.00], [0.04, 0.03, -0.01], [-0.06, 0.05, -0.03], [-0.05, 0.04, 0.01], [0.00, -0.01, -0.01], [-0.01, -0.01, 0.00], [0.05, -0.03, 0.01], [0.01, 0.00, 0.04], [-0.06, 0.01, -0.11], [-0.02, 0.01, -0.01], [0.04, -0.01, 0.03], [0.01, -0.03, 0.10], [0.03, 0.05, -0.01], [-0.01, -0.01, -0.05], [-0.02, 0.00, 0.05], [-0.02, 0.00, 0.01], [-0.08, -0.04, 0.06], [0.05, 0.03, -0.05], [-0.22, 0.21, -0.13], [0.02, -0.03, 0.02], [0.07, -0.02, 0.00], [-0.02, 0.00, 0.01], [-0.02, -0.01, -0.01], [-0.01, 0.13, -0.03], [0.06, -0.03, -0.12], [0.02, -0.01, 0.01], [0.02, 0.01, 0.00], [-0.01, 0.01, 0.09]], "lowdin_charge": [0.10, 0.10, 0.08, 0.10, -0.08, -0.35, 0.06, 0.10, -0.13, 0.06, -0.39, 0.09, -0.16, -0.08, -0.08, 0.09, -0.19, 0.10, 0.10, 0.06, 0.00, 0.05, 0.10, -0.14, -0.08, 0.05, 0.07, -0.15, -0.08, 0.10, 0.12, 0.10, 0.06, 0.10, 0.10, -0.16, 0.05, 0.07, 0.10, -0.08, -0.32, 0.09, 0.11, -0.29, -0.07, 0.08, 0.61, 0.05, -0.21, 0.06, 0.10, -0.16, -0.15, -0.09, 0.10, -0.08, 0.10, 0.10, -0.14, -0.52, 0.07, -0.03, -0.16, 0.14, -0.08, 0.11, 0.09, -0.07, 0.10, 0.08, 0.14, 0.14, 0.10, 0.10, 0.07, -0.06, 0.03, 0.10, 0.05, -0.12, 0.04, 0.10, -0.15, -0.16, 0.08, 0.10, -0.07, 0.10, -0.16, -0.15, 0.11, 0.02, -0.07, -0.49, -0.14, 0.11, 0.05, 0.10, 0.10, 1.01, 0.06, 0.07, 0.10, 0.10, -0.08, 0.12, -0.72, -0.15, 0.06, -0.07, 0.10, -0.16, 0.05, -0.08, -0.07, -0.06, -0.08, -0.15, 0.09, 0.10, 0.06, 0.10, -0.07, -0.06, -0.07, 0.10, 0.09, 0.07, 0.11, 0.06, -0.07, 0.10, -0.14, 0.08, -0.07, -0.08, -0.15], "smiles": "CC(=O)OCCCP(C[C@H](C)Cl)C[C@@H](O)C(F)(F)F.c1ccncc1.c1ccncc1.c1ccncc1.c1ccncc1.c1ccncc1.c1ccncc1.c1ccncc1.c1ccncc1.c1ccncc1", "e_tot_ev": -108625.809, "gap_ev": 8.762, "spin_multiplicity": 1}

[2]
{"formula": "C8H10NOS", "method": "the ωB97M-V functional and the def2-TZVPD basis", "symbols": ["H", "C", "H", "H", "C", "C", "C", "H", "H", "N", "H", "S", "C", "C", "H", "H", "C", "O", "C", "H", "H"], "coordinates": [[-1.517, 0.981, -0.253], [0.750, 0.928, -1.512], [1.325, 0.706, -2.411], [-2.452, -1.377, 1.432], [-2.654, -0.492, 0.828], [-0.016, -1.448, -0.558], [2.186, -2.077, -0.050], [-3.411, 0.108, 1.338], [-0.267, 1.136, -1.832], [-0.180, -0.456, 0.495], [3.022, -2.717, 0.167], [-3.396, -1.048, -0.720], [0.800, -2.634, -0.113], [-1.398, 0.360, 0.636], [-1.267, 1.014, 1.503], [0.182, -0.715, 1.416], [2.201, -0.752, -0.228], [0.428, -3.718, 0.215], [0.844, -0.253, -0.602], [1.183, 1.814, -1.047], [3.067, -0.116, -0.205]], "forces_ev_per_angstrom": [[0.12, -0.06, 0.18], [-0.18, 0.18, -0.04], [0.03, -0.06, 0.04], [-0.04, 0.06, 0.15], [-0.06, -0.59, -0.57], [-1.96, 0.77, -0.59], [0.35, 0.14, 0.13], [-0.03, 0.13, 0.03], [0.00, -0.01, -0.02], [-0.31, -0.13, 1.10], [0.20, -0.05, 0.11], [1.80, -0.05, 0.44], [0.32, -0.02, -0.03], [-0.73, 0.70, -0.06], [0.14, -0.07, -0.11], [0.20, 0.00, -0.12], [0.04, -0.70, 0.11], [-0.13, 0.01, -0.06], [0.07, -0.40, -0.74], [-0.01, 0.01, 0.01], [0.16, 0.15, 0.02]], "nbo_charge": [0.24, -0.63, 0.27, 0.25, -0.62, 0.06, -0.23, 0.28, 0.24, -0.39, 0.26, 0.39, 0.44, -0.22, 0.24, 0.44, -0.17, -0.41, 0.07, 0.24, 0.25], "e_tot_ev": -22818.061, "gap_ev": [5.127, 5.313], "de_lowest_ev": 4.785, "spin_multiplicity": 1, "charge": 1}

[3]
{"formula": "C31H47BClN8OS3Ti", "method": "the ωB97M-V functional and the def2-TZVPD basis", "symbols": ["N", "H", "H", "H", "H", "H", "H", "C", "H", "H", "H", "Cl", "S", "H", "C", "H", "C", "H", "C", "N", "C", "C", "H", "O", "H", "N", "H", "C", "H", "C", "H", "C", "N", "N", "C", "S", "H", "B", "C", "H", "H", "N", "H", "C", "C", "H", "H", "C", "H", "C", "H", "C", "H", "H", "C", "H", "C", "H", "C", "H", "C", "H", "H", "C", "N", "C", "H", "H", "S", "H", "H", "H", "C", "N", "H", "H", "H", "H", "C", "H", "Ti", "C", "H", "H", "C", "C", "H", "C", "C", "C", "H", "C", "H"], "coordinates": [[0.817, 1.643, -0.176], [-7.698, 3.065, -0.480], [2.556, -4.654, -1.033], [-0.436, 5.231, 2.748], [2.431, 5.084, -0.793], [2.837, -3.127, 3.634], [4.825, 3.392, 0.321], [2.835, 2.969, -0.397], [-1.001, 0.961, -4.998], [3.347, 0.538, 3.939], [1.408, 4.544, 1.362], [-4.972, -0.302, 1.645], [-2.490, 0.741, -2.335], [0.589, -3.486, 3.554], [1.760, -3.931, -1.215], [3.426, -2.082, 2.333], [-1.539, -4.407, 2.090], [-1.071, -5.068, 2.816], [0.200, -2.755, 2.857], [-0.462, -0.511, -1.261], [2.318, -2.726, -1.987], [3.123, -2.105, 3.382], [3.576, 4.150, 1.299], [-4.959, -0.987, -1.187], [2.970, -1.660, -0.210], [-6.001, 1.824, -0.333], [-2.007, 4.749, 2.072], [-5.791, 3.661, -1.498], [-6.281, 1.102, 0.319], [-4.895, -1.734, -2.410], [-1.975, -0.493, -5.048], [3.395, -2.036, -1.141], [-0.689, -0.888, 1.183], [-4.728, 1.826, -0.759], [-1.015, -0.152, -2.414], [-2.648, -2.236, 0.108], [2.419, -0.910, 5.758], [-1.105, 0.078, 0.040], [3.828, 3.248, 0.739], [4.307, 1.948, -1.587], [3.743, 4.395, -1.749], [0.350, -0.572, 1.951], [2.772, 0.381, 2.268], [-0.860, -3.078, 2.065], [1.171, -1.752, -2.224], [-5.387, -1.493, -0.481], [3.991, -1.847, 3.991], [0.860, 3.656, 1.074], [-5.988, 4.594, -1.994], [-0.391, -0.554, -3.619], [2.064, 4.008, -2.149], [-0.953, -0.128, -4.936], [-0.348, -0.505, -5.758], [-4.656, -1.028, -3.199], [1.990, -1.103, 3.648], [-5.861, -2.194, -2.610], [2.934, -3.206, -3.299], [-1.501, -4.874, 1.104], [-0.392, 3.450, 1.566], [3.361, 0.870, -0.546], [0.703, -1.366, -3.497], [2.640, 1.525, -2.014], [1.237, -2.169, 5.406], [1.571, -1.170, 5.122], [-0.414, 1.448, 0.300], [-4.593, 2.944, -1.470], [4.188, -2.747, -0.905], [-3.648, 3.181, -1.928], [-2.648, 1.847, 1.596], [3.870, 2.412, 1.439], [2.211, -3.739, -3.920], [1.709, 1.052, 3.503], [3.312, 1.752, -1.186], [0.599, -1.291, -1.138], [1.200, -1.724, -4.387], [3.353, -2.380, -3.878], [-1.344, 3.867, 3.431], [0.969, -4.429, -1.780], [-1.320, -2.059, 1.189], [0.761, -0.468, 5.330], [-3.377, 0.169, -0.064], [2.481, 0.305, 3.317], [3.839, -1.198, -1.681], [3.749, -3.896, -3.080], [-1.076, 4.385, 2.509], [-6.667, 2.908, -0.747], [-2.594, -4.286, 2.342], [2.758, 4.189, -1.326], [0.799, -1.473, 2.782], [-1.056, 2.273, 1.121], [1.350, -3.615, -0.255], [1.452, 2.726, 0.183], [-4.119, -2.500, -2.357]], "forces_ev_per_angstrom": [[0.03, 0.02, -0.01], [0.00, 0.00, 0.00], [0.00, 0.00, 0.00], [0.00, 0.00, 0.00], [0.00, 0.00, 0.00], [0.00, 0.00, 0.00], [0.00, 0.00, 0.01], [-0.01, 0.00, -0.03], [0.00, 0.00, 0.00], [0.00, 0.00, 0.00], [0.00, 0.00, 0.00], [-0.05, -0.02, 0.07], [0.02, -0.05, 0.00], [0.01, 0.00, 0.00], [0.00, 0.00, -0.01], [0.00, 0.00, 0.00], [0.01, 0.01, 0.01], [0.00, 0.00, 0.00], [-0.02, -0.01, -0.01], [0.00, 0.00, -0.02], [0.01, -0.01, 0.01], [-0.01, 0.00, 0.00], [0.00, 0.00, 0.00], [0.06, 0.06, 0.02], [0.00, 0.01, 0.00], [-0.01, 0.03, 0.00], [0.00, 0.00, 0.00], [0.01, 0.01, -0.02], [0.01, -0.01, 0.00], [-0.03, -0.07, 0.00], [0.00, 0.00, -0.01], [0.00, 0.00, -0.01], [-0.01, -0.02, 0.02], [-0.04, 0.00, 0.06], [0.02, 0.00, 0.01], [0.03, -0.01, 0.03], [0.00, 0.00, 0.00], [0.03, 0.07, -0.03], [0.01, 0.00, 0.01], [0.00, 0.01, 0.00], [0.00, 0.00, 0.00], [0.00, 0.00, -0.01], [0.00, 0.00, 0.00], [-0.01, 0.00, 0.00], [-0.02, 0.01, 0.01], [-0.05, -0.02, -0.04], [0.00, 0.00, 0.00], [-0.03, 0.01, 0.01], [0.00, 0.00, 0.00], [-0.01, 0.01, -0.01], [0.00, 0.00, 0.00], [0.00, 0.00, 0.01], [0.00, 0.00, 0.00], [0.01, 0.01, 0.00], [0.00, 0.00, 0.00], [0.00, 0.01, 0.01], [0.01, 0.00, 0.01], [0.00, 0.00, 0.00], [0.01, 0.00, 0.00], [0.00, 0.00, -0.01], [0.00, 0.00, -0.01], [0.00, -0.01, -0.01], [0.00, 0.00, 0.00], [0.00, 0.00, -0.01], [-0.06, -0.05, 0.02], [0.02, -0.02, 0.00], [0.00, 0.00, 0.00], [0.00, 0.00, 0.00], [0.01, -0.03, 0.01], [0.00, 0.00, 0.00], [0.00, 0.00, 0.00], [0.00, 0.00, 0.00], [-0.01, 0.00, 0.02], [0.01, 0.00, 0.00], [0.00, 0.00, 0.00], [0.00, 0.00, 0.00], [0.00, 0.00, 0.00], [0.00, 0.00, 0.00], [-0.02, -0.04, -0.02], [0.00, 0.00, 0.00], [0.07, 0.08, -0.15], [-0.01, 0.00, 0.00], [0.00, 0.00, 0.01], [0.00, 0.00, -0.01], [0.00, 0.00, -0.01], [0.00, 0.00, 0.00], [0.00, 0.00, 0.00], [0.00, 0.00, 0.00], [0.02, 0.02, 0.01], [-0.01, 0.03, 0.03], [0.00, 0.00, 0.00], [-0.01, -0.02, -0.01], [0.00, 0.01, 0.00]], "lowdin_charge": [0.20, 0.13, 0.09, 0.09, 0.08, 0.08, 0.09, -0.55, 0.09, 0.09, 0.13, 0.08, 0.81, 0.13, -0.03, 0.08, -0.04, 0.09, 0.08, -0.02, -0.54, -0.03, 0.08, -0.33, 0.06, -0.01, 0.09, -0.04, 0.06, -0.11, 0.09, -0.04, -0.01, -0.14, -0.55, 0.78, 0.09, -0.74, -0.03, 0.09, 0.09, 0.21, 0.07, -0.23, -0.18, 0.04, 0.09, 0.08, 0.10, -0.22, 0.09, -0.04, 0.09, 0.07, -0.55, 0.10, -0.06, 0.09, -0.23, 0.07, 0.09, 0.08, 0.08, -0.03, -0.01, -0.16, 0.09, 0.08, 0.76, 0.08, 0.09, 0.08, -0.06, 0.21, 0.12, 0.09, 0.09, 0.09, -0.55, 0.09, 0.27, -0.06, 0.08, 0.09, -0.05, -0.06, 0.09, -0.03, -0.19, -0.56, 0.07, -0.20, 0.07], "e_tot_ev": -115699.188, "gap_ev": 7.363, "de_lowest_ev": 0.000, "spin_multiplicity": 1, "charge": 1}